Computed, not measured: a structure of composition C31H33FGeIrN2O8PS2 at a distorted geometry, with ωB97M-V/def2-TZVPD.

Atoms and positions in Å:
Ir1 -0.4345 0.0818 0.5137
C1 2.3473 4.4724 1.5003
C2 2.5089 3.0190 1.1325
O1 1.6719 2.2499 2.0284
P1 1.7717 0.6631 2.0648
S1 2.0146 -0.1577 0.2908
S2 0.0823 0.0040 2.8512
O2 3.0604 0.4114 3.0027
C3 3.3517 1.2243 4.1485
C4 2.3933 1.0096 5.3019
H1 3.0376 5.0786 0.9092
H2 2.5609 4.6339 2.5597
H3 1.3294 4.7888 1.2767
H4 3.5459 2.6807 1.2306
H5 2.1605 2.8274 0.1188
H6 3.3619 2.2736 3.8462
H7 4.3642 0.9406 4.4353
H8 1.3961 1.3791 5.0665
H9 2.7641 1.5451 6.1791
H10 2.3158 -0.0509 5.5447
O3 -0.3427 4.1899 -0.5361
C5 -0.7701 3.0426 -0.6609
O4 -0.0364 1.9941 -0.4675
C6 -2.1679 2.7810 -1.1808
C7 -2.1608 2.0186 -2.5109
Ge1 -0.9589 0.5043 -2.7474
C8 -1.2395 -0.9610 -1.4749
C9 -2.5769 -1.3867 -1.2488
C10 -2.8573 -2.5959 -0.6723
C11 -1.8078 -3.4464 -0.2738
C12 -0.5068 -3.0806 -0.4824
C13 -0.2141 -1.8420 -1.0942
C14 -1.5580 -0.2611 -4.4761
C15 -1.4207 0.5115 -5.6347
C16 -1.8556 0.0489 -6.8692
C17 -2.4361 -1.2093 -6.9729
C18 -2.5705 -1.9963 -5.8399
C19 -2.1349 -1.5235 -4.6055
C20 0.9137 0.8985 -3.0861
C21 1.4265 2.1930 -2.9912
C22 2.7746 2.4406 -3.2068
C23 3.6366 1.3968 -3.5203
C24 3.1385 0.1095 -3.6462
C25 1.7856 -0.1315 -3.4373
H11 -2.6916 3.7299 -1.2912
H12 -2.6917 2.1857 -0.4375
H13 -1.9331 2.6932 -3.3429
H14 -3.1633 1.6265 -2.7043
H15 -3.3908 -0.7412 -1.5597
H16 -3.8836 -2.9082 -0.5300
H17 -2.0352 -4.3985 0.1904
H18 0.3056 -3.7366 -0.1963
H19 0.8001 -1.6369 -1.3976
H20 -0.9533 1.4901 -5.5752
H21 -1.7401 0.6666 -7.7520
H22 -2.7807 -1.5735 -7.9334
H23 -3.0148 -2.9820 -5.9146
H24 -2.2488 -2.1550 -3.7306
H25 0.7818 3.0205 -2.7223
H26 3.1564 3.4495 -3.1058
H27 4.6925 1.5884 -3.6695
H28 3.8009 -0.7086 -3.9031
H29 1.4066 -1.1394 -3.5735
F1 -6.9499 -2.8294 0.3025
C26 -6.4776 -1.6058 0.0348
C27 -5.7947 -0.9008 0.9330
N1 -5.3181 0.3641 0.6969
C28 -4.5073 1.0079 1.7394
C29 -3.1197 0.3867 1.9253
O5 -2.8213 0.0049 3.0429
O6 -2.4311 0.3614 0.8299
C30 -5.4835 0.9698 -0.5337
O7 -5.1361 2.0966 -0.7928
N2 -6.1272 0.1660 -1.4753
C31 -6.7320 -1.0702 -1.3060
O8 -7.3634 -1.6128 -2.1805
H30 -5.5759 -1.3113 1.9124
H31 -5.0389 0.9066 2.6822
H32 -4.4117 2.0580 1.4713
H33 -6.2989 0.6116 -2.3657

Calculated values
- HOMO (alpha / beta): -4.698 / -4.761 eV
- LUMO level (alpha / beta): 2.564 / 2.432 eV
- Electronic energy: -5331.62957 a.u.
- 2S+1: 2
- HOMO-LUMO gap (alpha / beta): 7.26 / 7.19 eV
- Net charge: -1
- F_max: 1.42 eV/A